An isolated molecule of C7H14S. Source: the Open Molecules 2025 dataset; level of theory: ωB97M-V with the def2-TZVPD basis set.

Element x y z (Å)
1 C -1.986 1.659 -0.652
2 C -2.083 0.291 -0.143
3 C -1.277 -0.754 -0.303
4 C -1.557 -2.101 0.314
5 S 0.291 -0.607 -1.276
6 C 1.607 -0.349 0.098
7 C 1.179 0.854 0.923
8 C 2.968 -0.113 -0.529
9 H -2.097 2.306 0.208
10 H -2.864 1.866 -1.298
11 H -1.105 1.869 -1.223
12 H -2.997 0.004 0.453
13 H -2.599 -1.992 0.773
14 H -0.832 -2.170 1.143
15 H -1.401 -2.893 -0.410
16 H 1.618 -1.320 0.715
17 H 0.988 1.657 0.182
18 H 0.256 0.608 1.531
19 H 1.953 1.227 1.595
20 H 3.696 0.205 0.228
21 H 2.878 0.745 -1.237
22 H 3.364 -0.993 -1.090

Cartesian forces (eV/Å) of the 2 atoms listed first:
C -1.293 0.430 -0.178
C -0.884 -1.786 0.498

The gap between HOMO and LUMO is 9.540 eV. The total energy comes out at -673.26679 Eh. The molar mass comes out at 130.26 g/mol. As for the SMILES: C/C=C(/C)SC(C)C. Its spin multiplicity is 1. For the LUMO energy, the calculation gives 0.95 eV.

A 2-piece molecular cluster, C7H14Se overall. Source: the Open Molecules 2025 dataset; level of theory: ωB97M-V with the def2-TZVPD basis set.

Element x y z (Å)
1 C 3.350 2.321 -0.876
2 C 2.617 1.276 -1.262
3 C -1.110 0.147 3.076
4 C -1.328 -2.029 -2.907
5 C -1.512 -0.508 1.766
6 C -0.642 0.002 0.599
7 C -0.664 -0.709 -0.669
8 Se -1.861 -1.996 -0.999
9 H 3.934 2.422 0.134
10 H 3.407 3.203 -1.313
11 H 2.497 0.302 -0.725
12 H -1.039 1.321 2.900
13 H -0.031 -0.190 3.296
14 H -1.717 -0.204 3.952
15 H -1.900 -1.419 -3.493
16 H -0.203 -1.664 -2.931
17 H -1.262 -3.051 -3.296
18 H -1.331 -1.591 1.911
19 H -2.666 -0.249 1.622
20 H 0.345 0.038 0.867
21 H -0.873 1.091 0.437
22 H 1.988 1.488 -2.090

Cartesian forces (eV/Å) of the 2 atoms listed first:
C 0.940 -3.769 4.816
C 0.357 0.305 1.181

The gap between HOMO and LUMO is 8.103 eV. The total energy comes out at -2676.34029 Eh. The molar mass comes out at 177.15 g/mol. Its spin multiplicity is 1. For the LUMO energy, the calculation gives 0.29 eV.

An isolated molecule of C7H14Se. Source: the Open Molecules 2025 dataset; level of theory: ωB97M-V with the def2-TZVPD basis set.

Element x y z (Å)
1 C 0.053 2.402 0.280
2 C -0.118 1.206 0.805
3 C -0.653 -0.126 -0.295
4 C 0.269 -1.305 0.024
5 C 1.728 -0.804 0.125
6 C 2.795 -1.712 0.427
7 Se -2.557 -0.664 0.026
8 C -3.484 0.890 -0.908
9 H 0.129 3.285 0.933
10 H 0.035 2.626 -0.753
11 H -0.149 1.071 1.823
12 H -0.606 0.198 -1.361
13 H -0.008 -1.777 1.015
14 H 0.180 -2.287 -0.647
15 H 1.659 0.203 0.657
16 H 1.863 -0.350 -0.860
17 H 2.841 -2.496 -0.243
18 H 2.938 -2.237 1.422
19 H 3.878 -1.371 0.452
20 H -4.569 0.727 -0.578
21 H -2.841 1.765 -0.410
22 H -3.385 0.759 -1.933

Cartesian forces (eV/Å) of the 2 atoms listed first:
C -0.202 0.925 1.303
C -2.212 -1.816 -5.110

The gap between HOMO and LUMO is 9.084 eV. The total energy comes out at -2676.41348 Eh. The molar mass comes out at 177.15 g/mol. As for the SMILES: C=C[C@@H](CCC)[Se]C. Its spin multiplicity is 1. For the LUMO energy, the calculation gives 0.86 eV.

A 2-piece molecular cluster, C7H14Si3 overall. Source: the Open Molecules 2025 dataset; level of theory: ωB97M-V with the def2-TZVPD basis set.

Element x y z (Å)
1 C -2.591 2.372 -0.618
2 C -1.955 1.557 -1.546
3 C -2.522 2.070 0.819
4 C -1.292 0.409 -1.121
5 C -1.891 0.917 1.157
6 C -1.260 0.075 0.256
7 C 2.485 -2.864 -0.031
8 Si 0.988 2.957 -0.797
9 Si 0.913 -2.264 -0.832
10 Si -0.148 -1.205 0.889
11 H -3.212 3.119 -0.841
12 H -2.046 1.580 -2.586
13 H -3.030 2.598 1.546
14 H -0.903 -0.290 -1.809
15 H -1.932 0.663 2.229
16 H 2.391 -4.015 0.104
17 H 3.375 -2.660 -0.652
18 H 2.489 -2.338 0.954
19 H -0.343 3.593 -0.802
20 H 0.907 1.385 -0.625
21 H 2.219 3.664 -1.427
22 H 1.258 -1.336 -2.054
23 H 0.224 -3.221 -1.666
24 H -0.901 -2.041 1.846

Cartesian forces (eV/Å) of the 2 atoms listed first:
C 1.843 -3.092 3.298
C -0.417 -1.102 1.605

The gap between HOMO and LUMO (spin up / spin down) is 7.138 / 5.768 eV. The total energy comes out at -1143.38939 Eh. The molar mass comes out at 182.45 g/mol. Its spin multiplicity is 1. For the LUMO energy (spin up / spin down), the calculation gives -0.32 / -1.25 eV.

C7H15AlF3O2STm as an isolated structure. Source: the Open Molecules 2025 dataset; level of theory: ωB97M-V with the def2-TZVPD basis set.

Element x y z (Å)
1 C 3.330 -0.734 0.851
2 C 2.652 -0.223 -0.412
3 C 2.524 1.286 -0.408
4 O 1.576 1.652 0.631
5 C 0.619 2.501 0.273
6 Al -1.032 1.458 -0.584
7 S -2.577 3.085 -0.775
8 C -1.700 0.081 0.781
9 C -2.096 -1.328 0.375
10 O -1.338 -2.352 1.041
11 C -1.904 -1.667 -1.089
12 F -2.402 -3.086 -1.248
13 F -2.657 -0.977 -1.894
14 F -0.679 -1.747 -1.480
15 H 4.359 -0.421 0.905
16 H 3.254 -1.806 0.889
17 H 2.786 -0.353 1.700
18 H 3.171 -0.513 -1.311
19 H 1.637 -0.601 -0.407
20 H 2.168 1.613 -1.371
21 H 3.468 1.738 -0.151
22 H 0.174 2.978 1.140
23 H 0.920 3.260 -0.442
24 H -0.634 0.902 -2.006
25 H -3.744 2.465 -0.575
26 H -0.940 -0.019 1.545
27 H -2.556 0.539 1.248
28 H -3.151 -1.533 0.657
29 H -1.381 -2.136 1.976
30 Tm -3.846 -4.061 0.140

Cartesian forces (eV/Å) of the 2 atoms listed first:
C -0.433 0.092 -0.439
C -0.065 0.456 0.862

The gap between HOMO and LUMO (spin up / spin down) is 3.542 / 3.570 eV. The total energy comes out at -2450.89997 Eh. Its charge is +2. Its expectation value of S² is 2.01. The molar mass comes out at 416.17 g/mol. Its spin multiplicity is 3. For the LUMO energy (spin up / spin down), the calculation gives -9.96 / -9.92 eV.

An isolated molecule of C7H15BN2O3. Source: the Open Molecules 2025 dataset; level of theory: ωB97M-V with the def2-TZVPD basis set.

Element x y z (Å)
1 B -0.218 0.580 0.082
2 C -1.042 -2.095 -0.155
3 C -0.619 -1.591 1.196
4 C -1.114 -3.516 -0.588
5 C 0.870 0.202 -2.370
6 C 0.662 3.057 0.236
7 C 1.080 0.105 -0.827
8 C -0.457 2.125 0.585
9 N -0.369 -2.473 2.160
10 N -1.596 -1.204 -0.891
11 O -0.338 -0.357 1.401
12 O -2.314 -1.532 -1.848
13 O -1.534 0.070 -0.631
14 H -0.177 -4.079 -0.458
15 H -1.871 -4.088 -0.102
16 H -1.391 -3.485 -1.734
17 H 1.717 -0.228 -2.961
18 H -0.066 -0.234 -2.729
19 H 0.853 1.276 -2.713
20 H 1.478 2.845 0.875
21 H 0.981 3.197 -0.803
22 H 0.450 4.125 0.762
23 H 1.605 -0.875 -0.702
24 H 1.917 0.630 -0.610
25 H -0.790 2.246 1.669
26 H -1.358 2.396 -0.063
27 H -0.723 -3.387 2.487
28 H 0.061 -1.954 2.887

Cartesian forces (eV/Å) of the 2 atoms listed first:
B -0.268 -0.969 0.381
C 1.671 -0.785 3.962

The gap between HOMO and LUMO is 9.075 eV. The total energy comes out at -635.72132 Eh. The molar mass comes out at 186.02 g/mol. Its spin multiplicity is 1. For the LUMO energy, the calculation gives -0.04 eV.

An isolated molecule of C7H15Cl. Source: the Open Molecules 2025 dataset; level of theory: ωB97M-V with the def2-TZVPD basis set.

Element x y z (Å)
1 C 1.270 -0.567 0.959
2 C 0.343 -0.529 -0.254
3 C -0.297 -1.968 -0.259
4 C 1.081 -0.346 -1.482
5 C -0.782 0.639 -0.093
6 C -0.153 2.063 -0.226
7 C -1.549 0.514 1.231
8 Cl -2.084 0.819 -1.329
9 H 2.249 -1.186 0.732
10 H 1.732 0.433 1.124
11 H 0.816 -0.856 1.937
12 H 0.454 -2.748 -0.452
13 H -0.604 -2.063 0.796
14 H -1.133 -1.984 -0.953
15 H 1.817 0.557 -1.550
16 H 0.371 -0.276 -2.293
17 H 1.704 -1.271 -1.640
18 H -0.728 2.812 0.253
19 H 0.817 2.131 0.184
20 H 0.064 2.297 -1.301
21 H -2.160 -0.462 1.413
22 H -0.913 0.800 2.061
23 H -2.316 1.190 1.142

Cartesian forces (eV/Å) of the 2 atoms listed first:
C 2.452 0.791 0.443
C -2.008 -0.690 1.656

The gap between HOMO and LUMO is 11.050 eV. The total energy comes out at -735.87176 Eh. The molar mass comes out at 134.65 g/mol. As for the SMILES: CC(C)(C)C(C)(C)Cl. Its spin multiplicity is 1. For the LUMO energy, the calculation gives 0.79 eV.

C7H15Cl12NO2 as an isolated structure. Source: the Open Molecules 2025 dataset; level of theory: ωB97M-V with the def2-TZVPD basis set.

Element x y z (Å)
1 C -1.979 1.393 -1.468
2 N -2.513 0.138 -1.005
3 O -3.564 -0.373 -1.501
4 O -1.779 -0.456 -0.247
5 H -1.113 1.002 -2.001
6 H -1.752 2.174 -0.742
7 H -2.657 1.903 -2.151
8 C 0.000 1.745 2.804
9 Cl -0.296 1.147 4.473
10 Cl 1.451 2.770 2.655
11 H -0.090 0.984 2.028
12 H -0.818 2.426 2.568
13 C -1.788 -1.844 -2.214
14 Cl -0.739 -2.605 -3.503
15 Cl -1.009 -2.173 -0.664
16 H -1.817 -0.766 -2.376
17 H -2.766 -2.304 -2.076
18 C 0.462 -3.388 1.650
19 Cl 0.778 -4.962 2.491
20 Cl 0.861 -3.303 -0.134
21 H -0.561 -3.043 1.805
22 H 1.146 -2.689 2.132
23 C 3.089 0.117 -0.746
24 Cl 3.056 -1.488 -0.239
25 Cl 4.771 0.486 -1.372
26 H 2.422 0.267 -1.595
27 H 2.917 0.782 0.100
28 C 0.533 3.083 -0.173
29 Cl 0.300 4.233 -1.524
30 Cl -0.967 2.446 0.582
31 H 1.083 2.262 -0.635
32 H 1.126 3.583 0.592
33 C 0.434 -0.831 0.397
34 Cl 0.117 -0.959 2.142
35 Cl 1.065 0.769 -0.139
36 H 1.160 -1.595 0.117
37 H -0.564 -0.930 -0.028

Cartesian forces (eV/Å) of the 2 atoms listed first:
C -1.461 -0.101 -4.378
N -3.185 0.993 -0.539

The gap between HOMO and LUMO is 7.243 eV. The total energy comes out at -6002.33938 Eh. The molar mass comes out at 570.64 g/mol. Its spin multiplicity is 1. For the LUMO energy, the calculation gives -1.09 eV.

C7H15Cl2NSn as an isolated structure. Source: the Open Molecules 2025 dataset; level of theory: ωB97M-V with the def2-TZVPD basis set.

Element x y z (Å)
1 Sn 2.399 -0.247 -0.834
2 Cl 1.370 -2.376 -0.538
3 Cl 2.059 0.844 1.254
4 C 4.408 -0.846 -0.362
5 H 5.107 -0.174 0.092
6 H 4.852 -1.553 -1.045
7 C -1.003 1.336 -1.651
8 C 0.096 0.877 -2.188
9 H -0.970 2.173 -0.912
10 C 0.183 -0.297 -3.134
11 H 1.041 1.465 -2.177
12 C -1.100 -0.376 -3.943
13 H 1.080 -0.277 -3.768
14 H 0.276 -1.266 -2.626
15 C -2.331 -0.316 -3.068
16 H -1.053 0.472 -4.612
17 H -1.161 -1.267 -4.559
18 C -2.383 0.822 -2.050
19 H -3.230 -0.234 -3.662
20 H -2.452 -1.253 -2.526
21 H -2.915 1.717 -2.408
22 H -2.963 0.515 -1.162
23 N -0.569 -0.398 0.532
24 H -0.515 -0.729 1.489
25 H -1.098 -1.062 -0.040
26 H -1.007 0.531 0.510

Cartesian forces (eV/Å) of the 2 atoms listed first:
Sn 0.676 -0.779 1.700
Cl 0.364 -0.172 -0.278

The gap between HOMO and LUMO (spin up / spin down) is 6.930 / 7.421 eV. The total energy comes out at -1465.07749 Eh. The molar mass comes out at 302.82 g/mol. Its spin multiplicity is 1. For the LUMO energy (spin up / spin down), the calculation gives -2.08 / -0.95 eV.